Entry 1:
Here is a cluster of 2 separate species, C5H8ClOP in total in a non-equilibrium geometry from OMol25. Energies are from ωB97M-V with the def2-TZVPD basis set.

Structure (ORCA input):
```
! RIJCOSX wB97M-V def2-TZVPD def2/J DEFGRID3
* xyz 0 3
C 0.04 0.38 1.66
C -0.57 0.69 0.36
C 0.85 -0.64 1.68
C 0.97 -1.29 0.37
C -1.71 1.68 0.30
O -0.31 -0.55 -2.16
P -0.44 -0.72 -0.67
Cl 2.03 -0.80 -4.65
H -0.30 0.86 2.66
H 1.14 -1.23 2.60
H 1.36 -0.73 -3.45
H 1.87 -1.16 -0.21
H 0.99 -2.40 0.48
H -2.50 1.43 -0.39
H -1.26 2.75 0.12
H -2.16 1.72 1.29
*
```

## Properties
- Highest occupied orbital energy (spin up / spin down): -7.4 / -10.8 eV
- LUMO energy (spin up / spin down): 0.801 / -2.357 eV
- Relative energy (zero: lowest compared OMol25 entry of this formula, charge and spin): 0.000 eV
- E: -29170.473 eV
- M: 150.55 g/mol

Entry 2:
Here is a cluster of 2 separate species, C5H8ClPS in total in a non-equilibrium geometry from OMol25. Energies are from ωB97M-V with the def2-TZVPD basis set.

Structure (ORCA input):
```
! RIJCOSX wB97M-V def2-TZVPD def2/J DEFGRID3
* xyz 0 1
C -2.05 -0.24 0.16
C -1.02 0.21 -0.58
C 0.25 0.21 0.10
C 0.50 0.56 1.36
C 1.48 -0.27 -0.69
H -3.09 -0.30 0.04
H -1.95 -0.68 1.13
H -0.98 0.45 -1.60
H -0.26 0.97 1.88
H 1.41 0.42 1.80
H 1.43 -1.36 -1.09
H 2.39 -0.33 -0.21
H 1.48 0.55 -1.50
S 2.51 3.41 -0.75
P 0.58 3.04 -0.61
Cl -0.08 4.07 0.91
*
```

## Properties
- Highest occupied orbital energy: -9.0 eV
- LUMO energy: -1.142 eV
- Relative energy (zero: lowest compared OMol25 entry of this formula, charge and spin): 1.948 eV
- E: -37959.313 eV
- M: 166.61 g/mol
- SMILES: C=CC(=C)C.S=PCl

Entry 3:
Here is a cluster of 2 separate species, C5H8F3N in total in a non-equilibrium geometry from OMol25. Energies are from ωB97M-V with the def2-TZVPD basis set.

Structure (ORCA input):
```
! RIJCOSX wB97M-V def2-TZVPD def2/J DEFGRID3
* xyz 0 1
C -0.68 0.74 1.29
C -0.76 0.43 0.05
C 0.06 -1.52 -1.07
C -2.19 -1.15 -1.06
C 2.32 1.55 0.76
N -0.87 -0.74 -0.59
F 1.81 1.12 -0.41
F 2.66 0.55 1.46
F 3.48 2.26 0.50
H -0.60 1.67 1.66
H -0.43 0.04 2.09
H 1.72 2.32 1.39
H -0.05 -2.04 -2.02
H 1.07 -1.51 -0.75
H -2.54 -1.86 -0.31
H -2.87 -0.26 -0.91
H -2.15 -1.59 -2.07
*
```

## Properties
- Highest occupied orbital energy (spin up / spin down): -7.3 / -7.3 eV
- LUMO energy (spin up / spin down): 0.605 / 0.605 eV
- Relative energy (zero: lowest compared OMol25 entry of this formula, charge and spin): 1.671 eV
- E: -14952.744 eV
- M: 139.12 g/mol

Entry 4:
Here is a cluster of 2 separate species, C5H8F3N4 in total in a non-equilibrium geometry from OMol25. Energies are from ωB97M-V with the def2-TZVPD basis set.

Structure (ORCA input):
```
! RIJCOSX wB97M-V def2-TZVPD def2/J DEFGRID3
* xyz 1 1
C -0.38 -1.64 -0.37
C 0.49 -1.67 0.63
C 0.14 0.52 1.37
C -0.86 -0.21 -0.68
C 0.87 0.28 -1.79
N 0.91 -0.61 1.42
N -0.72 0.70 0.38
N 0.32 1.52 2.26
N -1.95 -0.08 -1.46
F 1.16 1.61 -1.50
F 1.84 -0.50 -1.39
F 0.61 0.14 -3.08
H -0.66 -2.43 -0.95
H 0.97 -2.72 0.87
H 1.47 -0.82 2.31
H -1.09 1.64 0.40
H 0.68 1.30 3.21
H 0.32 2.51 2.16
H -1.63 -0.30 -2.40
H -2.51 0.77 -1.39
*
```

## Properties
- Highest occupied orbital energy: -12.1 eV
- LUMO energy: -3.673 eV
- Relative energy (zero: lowest compared OMol25 entry of this formula, charge and spin): 1.947 eV
- E: -19419.552 eV
- M: 181.14 g/mol

Entry 5:
Here is a structure of composition C5H8F6NO7RbS3 in a non-equilibrium geometry from OMol25. Energies are from ωB97M-V with the def2-TZVPD basis set.

Structure (ORCA input):
```
! RIJCOSX wB97M-V def2-TZVPD def2/J DEFGRID3
* xyz 1 2
Rb 0.73 -0.58 3.18
C 2.99 -2.47 0.96
F 2.03 -3.07 0.26
F 2.73 -2.40 2.29
F 4.06 -3.23 0.79
S 3.19 -0.62 0.14
O 4.50 -0.20 0.60
O 3.18 -0.86 -1.27
N 1.83 0.20 0.75
S 1.58 1.38 -0.29
O 2.74 2.00 -0.81
O 0.52 1.17 -1.23
C 0.92 2.70 1.04
F -0.28 2.24 1.55
F 1.81 3.01 2.02
F 0.50 3.86 0.45
O -3.32 -2.33 -0.31
S -2.14 -1.64 -0.82
O -1.79 -1.68 -2.22
O -2.11 -0.03 -0.33
C -3.24 0.82 -0.55
C -2.87 2.12 -1.43
C -0.63 -2.28 0.03
H -3.44 1.14 0.47
H -4.14 0.25 -0.79
H -2.89 2.04 -2.52
H -1.90 2.55 -1.22
H -3.45 3.00 -1.17
H -0.47 -1.71 0.94
H 0.24 -2.06 -0.60
H -0.86 -3.34 0.08
*
```

## Properties
- Highest occupied orbital energy (spin up / spin down): -13.5 / -13.5 eV
- LUMO energy (spin up / spin down): -4.027 / -9.451 eV
- E: -70590.366 eV
- M: 489.78 g/mol

Entry 6:
Here is the molecule C5H8FN in a non-equilibrium geometry from OMol25. Energies are from ωB97M-V with the def2-TZVPD basis set.

Structure (ORCA input):
```
! RIJCOSX wB97M-V def2-TZVPD def2/J DEFGRID3
* xyz 0 1
F -2.34 0.16 0.00
C -0.98 0.03 0.04
C -0.09 1.27 0.07
C 1.28 0.45 -0.06
N 0.80 -0.96 -0.06
C -0.22 -0.87 1.03
C -0.35 -0.79 -1.02
H -0.22 1.94 -0.79
H -0.17 1.87 1.00
H 1.83 0.67 -1.00
H 1.95 0.62 0.82
H -0.69 -1.84 1.20
H 0.05 -0.46 2.01
H -0.80 -1.81 -1.25
H -0.05 -0.28 -2.00
*
```

## Properties
- Highest occupied orbital energy: -9.4 eV
- LUMO energy: 1.037 eV
- Relative energy (zero: lowest compared OMol25 entry of this formula, charge and spin): 1.222 eV
- E: -9520.567 eV
- M: 101.12 g/mol
- SMILES: FC12CCN(C1)C2

What is the formula in the sixth record? C5H8FN

What is the E in the fifth record? -70590.366 eV